[1]
Below is C13H14I2N7O2PdS as an isolated structure at a distorted geometry, with properties calculated with ωB97M-V/def2-TZVPD.

Structure (XYZ):
```
40
Properties=species:S:1:pos:R:3
Pd -0.315 0.993 -0.380
C -2.992 -3.814 -0.190
C -2.683 -2.767 0.802
N -2.746 -2.888 2.085
N -2.395 -1.698 2.600
C -2.088 -0.803 1.644
S -1.647 0.788 1.894
N -2.288 -1.482 0.464
N -2.055 -0.968 -0.804
H -3.442 -4.662 0.317
H -2.085 -4.149 -0.691
H -3.689 -3.437 -0.938
H -2.353 -1.566 3.597
H -2.925 -0.737 -1.290
H -1.500 -1.623 -1.356
I 1.346 -2.999 2.180
C 2.579 -1.474 1.440
C 3.928 -1.390 1.733
C 4.699 -0.386 1.180
I 6.761 -0.369 1.623
C 4.122 0.602 0.343
C 4.824 1.664 -0.260
C 4.146 2.589 -1.012
C 2.762 2.458 -1.176
N 2.077 1.477 -0.631
C 2.724 0.547 0.104
C 1.924 -0.536 0.628
O 0.681 -0.662 0.369
H 4.375 -2.118 2.391
H 5.891 1.744 -0.119
H 4.665 3.413 -1.473
H 2.201 3.161 -1.778
N -3.343 2.115 -0.640
C -2.578 2.556 -1.667
N -3.212 3.092 -2.725
O -1.344 2.427 -1.666
H -4.299 2.418 -0.548
H -2.845 1.899 0.227
H -4.210 3.202 -2.756
H -2.671 3.381 -3.521
```

Output
- Strongest force on any atom: 3.74 eV/A
- Net charge: +1
- Orbital gap (alpha / beta): 5.334 / 5.329 eV

***

[2]
Below is C13H14IN3OPb as an isolated structure at a distorted geometry, with properties calculated with ωB97M-V/def2-TZVPD.

Structure (XYZ):
```
33
Properties=species:S:1:pos:R:3
C 0.261 1.719 2.800
C 0.303 -2.052 2.828
H 1.318 1.995 2.838
H -0.626 2.265 4.737
H -0.402 2.476 2.376
H 0.471 -2.888 2.130
H 1.167 -1.930 3.499
H -0.633 -2.185 3.398
C 0.048 2.656 -0.663
C 0.180 3.457 -1.801
C 0.098 2.848 -3.056
C -0.078 1.463 -3.134
H 0.126 3.068 0.341
H 0.324 4.528 -1.688
H 0.175 3.426 -3.982
H -0.146 0.931 -4.083
N -0.183 1.342 -0.746
C -0.212 0.721 -1.940
C -0.370 -0.767 -1.952
N -0.419 -1.401 -0.762
C -0.468 -2.736 -0.687
C -0.571 -2.894 -3.084
C -0.559 -3.530 -1.832
H -0.440 -3.171 0.312
H -0.619 -4.607 -1.724
C -0.469 -1.503 -3.146
H -0.471 -0.956 -4.091
H -0.657 -3.466 -4.006
Pb 0.043 -0.212 1.546
I 2.843 -0.153 0.877
O 0.207 -0.243 5.762
C -0.048 0.308 4.743
N -0.194 1.493 4.193
```

Output
- Strongest force on any atom: 6.94 eV/A
- Net charge: +2
- Orbital gap: 5.231 eV

***

[3]
Below is one molecule with the formula C13H14N2O4S at a distorted geometry, with properties calculated with ωB97M-V/def2-TZVPD.

Structure (XYZ):
```
34
Properties=species:S:1:pos:R:3
O 0.819 -1.576 -1.423
C 1.749 -0.792 -1.434
C 1.744 0.386 -2.412
N 0.413 0.962 -2.447
S 0.029 1.673 -0.944
O 0.942 1.153 0.040
O 0.016 3.092 -1.127
C -1.630 1.098 -0.613
C -2.683 1.985 -0.717
C -3.967 1.536 -0.451
C -4.174 0.214 -0.087
C -3.105 -0.664 0.013
C -1.819 -0.222 -0.253
N 2.848 -0.922 -0.663
C 2.818 -1.839 0.472
C 2.016 -1.258 1.590
C 0.754 -1.526 2.030
C 0.482 -0.578 3.045
C 1.597 0.194 3.140
O 2.531 -0.211 2.269
H 2.436 1.170 -2.109
H 1.997 0.035 -3.416
H -0.262 0.232 -2.642
H -2.475 3.005 -0.997
H -4.803 2.215 -0.527
H -5.175 -0.134 0.122
H -3.273 -1.692 0.295
H -0.969 -0.883 -0.191
H 3.419 -0.101 -0.534
H 2.349 -2.765 0.135
H 3.849 -2.027 0.779
H 0.108 -2.303 1.676
H -0.419 -0.486 3.616
H 1.839 1.030 3.765
```

Output
- Strongest force on any atom: 1.05 eV/A
- Structure (SMILES): O=C(CNS(=O)(=O)c1ccccc1)NCc1ccco1
- Orbital gap: 9.086 eV

***

[4]
Below is a 2-piece molecular cluster, C13H15BF2N2O8 overall at a distorted geometry, with properties calculated with ωB97M-V/def2-TZVPD.

Structure (XYZ):
```
41
Properties=species:S:1:pos:R:3
C -3.995 -1.508 2.071
N -3.524 -2.300 0.913
C -2.184 -1.853 0.609
O -1.697 -2.556 -0.542
C -0.425 -2.231 -0.882
O 0.305 -3.069 -1.340
C 0.103 -0.805 -0.771
C 0.406 -0.145 0.413
C 0.845 1.172 0.323
N 0.985 1.776 -0.851
C 0.719 1.152 -2.008
C 0.892 1.921 -3.322
O 0.000 3.044 -3.296
C -1.258 2.825 -3.843
C -1.911 1.446 -3.950
O -1.875 3.786 -4.210
C 0.286 -0.134 -1.992
H -5.051 -1.688 2.284
H -3.884 -0.437 1.847
H -3.357 -1.704 2.951
H -3.497 -3.259 1.251
H -2.257 -0.774 0.400
H -1.532 -1.984 1.495
H 0.306 -0.653 1.368
H 1.079 1.740 1.227
H 1.280 2.748 -0.856
H 1.903 2.352 -3.285
H 0.773 1.278 -4.195
H -2.919 1.595 -4.349
H -2.044 0.947 -2.981
H -1.411 0.779 -4.668
H 0.091 -0.621 -2.943
B 4.035 -1.328 3.172
O 4.778 -0.471 4.137
C 4.010 0.555 4.465
O 4.307 1.435 5.225
C 2.693 0.430 3.726
O 1.750 1.183 3.787
O 2.717 -0.648 2.983
F 3.843 -2.605 3.686
F 4.714 -1.391 1.953
```

Output
- Strongest force on any atom: 1.73 eV/A
- Orbital gap: 6.538 eV

***

[5]
Below is C13H15Cl2IrO2S4 as an isolated structure at a distorted geometry, with properties calculated with ωB97M-V/def2-TZVPD.

Structure (XYZ):
```
37
Properties=species:S:1:pos:R:3
Ir 1.150 -0.042 -0.928
C -0.245 3.274 -1.365
C 0.916 3.823 -0.552
S 2.339 2.717 -0.586
C 2.766 2.648 1.163
C 1.680 2.084 2.073
S 1.081 0.428 1.618
C -0.705 0.681 1.697
C -1.285 1.720 0.746
S -0.796 1.593 -1.012
H 0.024 3.221 -2.422
H -1.107 3.937 -1.269
H 0.632 4.010 0.483
H 1.222 4.775 -0.985
H 3.043 3.648 1.500
H 3.658 2.022 1.199
H 0.816 2.745 2.118
H 2.079 1.994 3.084
H -0.986 0.924 2.724
H -1.105 -0.298 1.453
H -1.079 2.742 1.065
H -2.366 1.579 0.757
Cl -2.359 -6.667 -1.066
C -1.836 -5.016 -0.878
C -2.802 -4.006 -0.734
C -2.417 -2.704 -0.592
Cl -3.616 -1.461 -0.398
C -1.043 -2.307 -0.588
O -0.739 -1.073 -0.484
C -0.098 -3.365 -0.698
C 1.313 -3.119 -0.613
O 1.874 -2.051 -0.371
C -0.512 -4.703 -0.857
H -3.853 -4.262 -0.736
H 1.951 -4.009 -0.731
H 0.233 -5.484 -0.946
S 2.170 0.002 -2.867
```

Output
- Strongest force on any atom: 1.79 eV/A
- Orbital gap (alpha / beta): 6.240 / 6.511 eV

***

[6]
Below is C13H15ClIrN2O2Se as an isolated structure at a distorted geometry, with properties calculated with ωB97M-V/def2-TZVPD.

Structure (XYZ):
```
35
Properties=species:S:1:pos:R:3
Cl -1.494 1.816 -2.554
C -0.674 -2.024 -2.371
C 0.699 -2.170 -2.040
C 1.418 -1.092 -2.619
H 1.145 -2.999 -1.500
C 0.494 -0.269 -3.391
C -0.827 -0.887 -3.204
H -1.727 -0.572 -3.725
H -1.486 -2.679 -2.075
H 2.497 -0.931 -2.625
C 0.869 0.711 -4.443
Ir -0.050 0.529 -1.416
C 1.532 1.253 -0.703
O 2.420 1.717 -0.111
C -0.975 1.418 -0.049
O -1.484 2.125 0.721
H 1.840 1.155 -4.223
H 0.129 1.506 -4.507
H 0.920 0.208 -5.415
C 2.120 -0.440 2.777
N 0.762 0.014 2.988
C 0.373 0.921 3.964
C -0.981 1.037 3.888
N -1.404 0.204 2.866
C -2.781 0.035 2.451
C -0.336 -0.429 2.288
Se -0.419 -1.451 0.746
H 2.115 -1.169 1.960
H 2.496 -0.910 3.695
H 2.770 0.403 2.516
H 1.087 1.388 4.621
H -1.680 1.634 4.450
H -3.367 -0.352 3.292
H -3.206 0.987 2.117
H -2.796 -0.688 1.631
```

Output
- Strongest force on any atom: 6.04 eV/A
- Multiplicity: 6
- Net charge: +2
- Orbital gap (alpha / beta): 7.015 / 5.512 eV

***

[7]
Below is one molecule with the formula C13H15F3N2O2S at a distorted geometry, with properties calculated with ωB97M-V/def2-TZVPD.

Structure (XYZ):
```
36
Properties=species:S:1:pos:R:3
O -0.252 1.580 -2.525
C -0.954 0.694 -2.108
N -0.538 -0.652 -2.001
C 0.812 -0.953 -2.305
C 1.518 -0.627 -0.958
C 2.987 -0.234 -1.086
C 3.722 -0.196 0.258
C 3.696 -1.503 1.036
C 2.235 -1.898 1.174
C 1.472 -1.991 -0.162
C -1.977 1.014 -1.163
C -2.868 0.153 -0.637
N -3.608 0.657 0.346
C -3.468 1.927 0.675
C -3.953 2.783 1.843
O -3.274 3.763 2.018
C -5.212 2.443 2.590
F -6.203 2.343 1.705
F -5.106 1.235 3.262
F -5.572 3.392 3.566
S -2.137 2.547 -0.382
H -1.019 -1.376 -1.374
H 1.041 -1.982 -2.612
H 1.148 -0.287 -3.111
H 0.976 0.176 -0.466
H 3.077 0.940 -1.461
H 3.594 -0.786 -1.859
H 4.804 0.048 0.122
H 3.320 0.598 1.023
H 4.130 -1.422 2.014
H 4.148 -2.297 0.366
H 1.791 -1.225 1.877
H 2.061 -2.760 1.802
H 0.505 -2.352 0.122
H 1.896 -2.811 -0.721
H -2.791 -0.942 -0.867
```

Output
- Strongest force on any atom: 3.81 eV/A
- Structure (SMILES): O=C(NCC1CCCCC1)c1cnc(C(=O)C(F)(F)F)s1
- Orbital gap: 8.177 eV

***

[8]
Below is C13H15LuNTe as an isolated structure at a distorted geometry, with properties calculated with ωB97M-V/def2-TZVPD.

Structure (XYZ):
```
31
Properties=species:S:1:pos:R:3
C -0.523 0.906 -2.127
C 0.874 0.936 -1.805
C 1.050 1.753 -0.639
C -0.239 2.234 -0.254
C -1.207 1.703 -1.164
Lu -0.169 -0.241 -0.005
N -3.954 0.133 -0.652
C 0.429 -2.249 -0.289
C 1.760 -1.793 -0.308
H 1.988 1.939 -0.119
H 1.659 0.436 -2.367
H -0.460 2.895 0.583
H -2.268 1.942 -1.186
H -0.971 0.474 -3.020
H 2.287 -1.596 -1.244
H -0.003 -2.656 0.661
H -3.804 -0.879 -0.882
H 2.462 -1.902 0.540
H -0.106 -2.553 -1.204
Te -1.850 0.053 2.413
C -0.400 0.148 3.950
C -0.757 0.766 5.175
C 0.060 0.585 6.303
C 1.241 -0.167 6.203
C 1.635 -0.699 4.966
C 0.840 -0.521 3.826
H -1.686 1.335 5.223
H -0.229 1.024 7.259
H 1.858 -0.331 7.089
H 2.568 -1.260 4.890
H 1.133 -0.932 2.854
```

Output
- Strongest force on any atom: 3.69 eV/A
- Net charge: -1
- Orbital gap (alpha / beta): 5.825 / 4.864 eV

***

Which value of strongest force on any atom does entry 1 give? 3.74 eV/A

***

Which value of strongest force on any atom does entry 5 give? 1.79 eV/A